{"formula": "C8H50AlBF5I2O22", "method": "ωB97M-V/def2-TZVPD", "species": ["C", "C", "C", "Al", "O", "B", "O", "O", "C", "I", "C", "C", "I", "C", "F", "F", "C", "F", "F", "F", "H", "H", "H", "H", "H", "H", "H", "H", "H", "H", "H", "H", "O", "H", "H", "O", "H", "H", "O", "H", "H", "O", "H", "H", "O", "H", "H", "O", "H", "H", "O", "H", "H", "O", "H", "H", "O", "H", "H", "O", "H", "H", "O", "H", "H", "O", "H", "H", "O", "H", "H", "O", "H", "H", "O", "H", "H", "O", "H", "H", "O", "H", "H", "O", "H", "H", "O", "H", "H"], "positions_angstrom": [[-1.608, 2.867, -0.418], [-1.900, 1.605, 0.414], [-1.609, 0.319, -0.376], [-1.994, -1.359, 0.606], [-3.754, -1.706, 0.445], [-4.497, -0.666, -0.019], [-4.732, -0.454, -1.365], [-5.063, 0.304, 0.847], [-0.981, -2.896, -0.255], [0.198, -2.374, -1.960], [-0.933, -4.197, 0.048], [-0.155, -5.321, -0.593], [-2.154, -4.840, 1.663], [-1.602, -1.112, 2.653], [-2.370, -1.906, 3.483], [-1.890, 0.194, 3.063], [-0.157, -1.310, 3.133], [-0.017, -1.320, 4.476], [0.614, -0.268, 2.678], [0.414, -2.431, 2.660], [-2.310, 2.960, -1.245], [-1.721, 3.738, 0.232], [-0.564, 2.853, -0.748], [-2.924, 1.637, 0.796], [-1.199, 1.630, 1.258], [-2.115, 0.327, -1.346], [-0.531, 0.311, -0.597], [-4.352, -1.168, -1.891], [-5.872, -0.005, 1.257], [-0.388, -6.276, -0.123], [0.917, -5.140, -0.499], [-0.421, -5.397, -1.653], [-1.754, 4.011, 2.621], [-1.245, 4.411, 3.334], [-1.873, 3.087, 2.876], [2.701, -6.763, -0.002], [3.006, -6.466, 0.862], [3.497, -7.032, -0.471], [3.047, -1.128, 0.689], [2.347, -1.043, 1.344], [3.458, -0.256, 0.629], [1.129, -9.291, -0.097], [0.333, -9.102, 0.414], [1.617, -8.456, -0.090], [3.490, -1.552, -2.045], [3.894, -2.422, -2.101], [3.309, -1.422, -1.099], [-4.298, 4.010, 0.953], [-3.744, 4.388, 1.650], [-4.412, 3.089, 1.217], [0.855, 5.435, 1.446], [0.014, 5.017, 1.662], [1.533, 4.819, 1.754], [2.872, 0.662, 4.745], [2.074, 0.379, 4.284], [2.575, 1.370, 5.323], [3.012, 7.755, 1.824], [3.581, 7.332, 2.476], [2.221, 7.193, 1.811], [-3.557, 6.060, -1.125], [-3.877, 5.531, -0.380], [-4.255, 5.979, -1.780], [2.080, -1.782, -4.779], [2.393, -1.562, -3.887], [2.889, -1.922, -5.279], [-1.351, -9.075, 1.599], [-1.558, -9.930, 1.207], [-1.949, -8.989, 2.346], [3.315, 3.807, 1.892], [4.158, 3.706, 1.439], [3.026, 2.907, 2.080], [4.661, 0.805, -0.608], [4.583, 0.475, -1.515], [5.592, 0.692, -0.400], [-3.241, 1.706, -3.181], [-3.263, 1.949, -4.112], [-4.049, 1.201, -3.029], [5.172, 7.004, -0.110], [4.410, 7.060, 0.488], [5.591, 7.864, -0.030], [-1.744, 1.948, -5.928], [-1.367, 2.223, -5.084], [-0.977, 1.756, -6.474], [-4.172, -3.235, -2.230], [-3.779, -4.110, -2.293], [-4.068, -3.005, -1.290], [5.840, 1.092, -3.229], [6.418, 1.263, -3.977], [5.507, 1.956, -2.961]], "mulliken_charge": [-1.101, 0.626, -0.729, -0.458, -0.226, 0.377, -0.568, -0.622, 0.167, -0.140, 0.282, -1.137, -0.158, 0.890, -0.282, -0.326, 0.593, -0.320, -0.157, -0.225, 0.253, 0.125, 0.387, -0.117, -0.251, 0.327, 0.652, 0.332, 0.242, 0.264, 0.346, 0.311, -0.582, 0.281, 0.306, -0.668, 0.314, 0.300, -0.728, 0.338, 0.261, -0.662, 0.353, 0.400, -0.544, 0.308, 0.398, -0.675, 0.308, 0.262, -0.613, 0.294, 0.345, -0.672, 0.308, 0.299, -0.686, 0.321, 0.350, -0.625, 0.347, 0.299, -0.625, 0.316, 0.261, -0.642, 0.298, 0.294, -0.625, 0.291, 0.304, -0.656, 0.316, 0.308, -0.504, 0.267, 0.248, -0.655, 0.388, 0.304, -0.637, 0.320, 0.294, -0.725, 0.316, 0.274, -0.628, 0.281, 0.322], "lumo_ev": 1.720, "total_charge": -1, "energy_ev": -91224.483, "largest_force_ev_per_a": 1.133}